185
Properties=species:S:1:pos:R:3:lowdin_charge:R:1 method="wB97M-V/def2-TZVPD" e_above_lowest_kcal_mol=32.6 total_charge=0 homo_ev=-9.3
C -5.56 1.13 0.56 -0.0349
C -4.89 1.83 1.76 -0.4167
C -5.92 2.38 2.73 -0.2041
O -5.46 3.12 3.87 -0.1938
C -6.42 3.93 4.53 -0.1082
N -4.17 0.80 2.45 0.0406
H -4.77 0.63 -0.01 0.0497
H -6.15 1.80 -0.07 0.0888
H -6.18 0.27 0.81 0.0855
H -4.24 2.64 1.42 0.1377
H -6.56 1.57 3.08 0.1305
H -6.51 3.03 2.08 0.1228
H -6.01 4.11 5.52 0.0851
H -7.30 3.30 4.72 0.0844
H -6.69 4.90 4.11 0.0866
H -3.99 1.13 3.39 0.0667
H -4.78 0.00 2.52 0.0870
C -3.12 5.97 -4.56 -0.0740
C -2.61 4.64 -4.25 -0.4597
C -1.16 4.57 -3.83 -0.1939
O -0.71 3.24 -3.98 -0.1832
C 0.62 3.10 -3.47 -0.0736
N -3.43 4.09 -3.18 0.0732
H -4.18 6.19 -4.52 0.0872
H -2.74 6.36 -5.51 0.0839
H -2.65 6.73 -3.94 0.0842
H -2.70 4.07 -5.17 0.1301
H -0.95 4.95 -2.83 0.1088
H -0.57 5.10 -4.57 0.1343
H 1.04 2.12 -3.70 0.0797
H 0.60 3.22 -2.39 0.0700
H 1.25 3.82 -3.99 0.0840
H -3.21 3.10 -3.10 0.0363
H -4.34 4.05 -3.60 0.0905
C -1.28 -4.64 3.56 -0.0413
C -1.92 -6.04 3.35 -0.3606
C -1.81 -7.06 4.59 -0.1520
O -2.42 -8.35 4.33 -0.2158
C -1.78 -9.07 3.24 -0.0916
N -3.34 -5.76 3.03 0.0331
H -0.22 -4.80 3.75 0.0736
H -1.73 -4.02 4.33 0.0818
H -1.26 -4.01 2.67 0.0530
H -1.47 -6.61 2.54 0.1166
H -2.28 -6.63 5.47 0.1199
H -0.77 -7.30 4.83 0.1125
H -1.97 -10.14 3.31 0.0869
H -0.73 -8.78 3.18 0.0873
H -2.26 -8.77 2.31 0.0760
H -3.72 -6.69 2.96 0.0827
H -3.81 -5.38 3.84 0.0972
C 1.38 -1.22 -4.15 -0.0663
C 0.97 -2.69 -4.20 -0.4257
C -0.55 -2.90 -4.27 -0.1804
O -0.81 -4.28 -4.03 -0.2278
C -2.21 -4.58 -3.87 -0.0604
N 1.69 -3.30 -5.32 0.0498
H 0.96 -0.79 -5.06 0.0780
H 2.44 -0.96 -4.14 0.0778
H 0.87 -0.71 -3.33 0.0460
H 1.34 -3.09 -3.26 0.1259
H -0.96 -2.48 -5.19 0.1315
H -1.01 -2.37 -3.43 0.1126
H -2.70 -4.58 -4.84 0.0854
H -2.82 -3.94 -3.23 0.0829
H -2.25 -5.61 -3.52 0.0953
H 1.45 -2.83 -6.19 0.0676
H 1.17 -4.16 -5.44 0.0621
C -0.81 -0.90 1.48 -0.0334
C -0.78 0.44 0.73 -0.3422
C 0.26 0.46 -0.40 -0.2002
O 1.51 0.04 -0.06 -0.1797
C 2.56 0.47 -0.91 -0.0501
N -2.11 0.54 0.15 0.0532
H -1.07 -1.71 0.80 0.0590
H -1.53 -1.00 2.29 0.0792
H 0.14 -1.09 2.00 0.0649
H -0.61 1.25 1.44 0.1090
H 0.39 1.50 -0.71 0.1069
H -0.09 -0.03 -1.31 0.1232
H 3.53 0.03 -0.71 0.0772
H 2.77 1.54 -0.82 0.0806
H 2.24 0.36 -1.94 0.0667
H -2.69 0.56 0.98 0.0430
H -2.23 1.46 -0.25 0.0584
C -0.02 -4.82 -0.81 -0.1861
C 0.98 -3.94 0.07 -0.2026
O 1.82 -4.66 0.97 -0.0847
O 0.51 -5.54 -1.93 -0.0821
H -0.80 -4.18 -1.22 0.0961
H -0.52 -5.54 -0.15 0.1066
H 0.41 -3.28 0.73 0.0768
H 1.55 -3.22 -0.52 0.1029
H 2.08 -3.99 1.61 0.0222
H 0.14 -5.18 -2.74 0.0205
C 7.86 0.81 -0.95 -0.2344
C 8.57 2.10 -0.50 -0.2065
O 7.80 3.17 -1.01 -0.0784
O 6.83 0.39 -0.09 -0.0819
H 8.44 -0.09 -1.14 0.1206
H 7.42 0.99 -1.93 0.1177
H 9.49 2.15 -1.09 0.1141
H 8.83 2.11 0.56 0.1285
H 7.86 3.14 -1.97 0.0869
H 6.41 -0.29 -0.62 0.0321
C -3.33 0.95 -5.05 -0.1964
C -2.92 0.32 -3.72 -0.2383
O -3.50 1.03 -2.63 -0.0786
O -4.75 0.90 -5.32 -0.0694
H -2.82 0.39 -5.84 0.1135
H -3.03 2.00 -5.09 0.0892
H -1.86 0.45 -3.54 0.1099
H -3.07 -0.75 -3.63 0.1025
H -3.17 0.67 -1.80 0.0289
H -5.12 0.10 -4.96 0.0762
C -4.04 -2.15 -0.17 -0.2343
C -3.60 -3.50 0.38 -0.2354
O -4.50 -3.97 1.41 -0.0997
O -3.13 -1.58 -1.09 -0.1134
H -4.00 -1.45 0.67 0.0898
H -5.07 -2.16 -0.54 0.1236
H -2.60 -3.36 0.80 0.0838
H -3.47 -4.30 -0.35 0.1105
H -4.13 -4.76 1.81 -0.0057
H -2.60 -0.87 -0.71 -0.0127
C -0.38 4.14 0.93 -0.1898
C -1.57 4.54 0.02 -0.2129
O -2.16 3.42 -0.53 -0.0859
O 0.77 3.95 0.13 -0.1044
H -0.44 3.28 1.59 0.1036
H -0.16 4.95 1.64 0.1179
H -1.31 5.22 -0.79 0.1108
H -2.35 4.99 0.64 0.1167
H -2.50 3.62 -1.41 0.0386
H 1.49 3.68 0.70 0.0362
C 2.77 -1.74 3.58 -0.1937
C 3.17 -0.25 3.45 -0.2319
O 2.28 0.44 2.64 -0.0625
O 2.69 -2.39 2.33 -0.0940
H 1.74 -1.91 3.87 0.1120
H 3.51 -2.20 4.23 0.1251
H 4.21 -0.06 3.20 0.1159
H 3.02 0.12 4.47 0.1172
H 2.43 0.08 1.76 0.0578
H 3.58 -2.54 2.01 0.0248
C 2.56 6.06 -2.32 -0.2397
C 3.47 5.04 -1.73 -0.2941
O 4.70 5.20 -2.35 -0.0403
O 1.26 6.25 -1.74 -0.0701
H 2.39 5.84 -3.37 0.1105
H 3.08 7.01 -2.21 0.1232
H 3.04 4.04 -1.69 0.1093
H 3.67 5.33 -0.69 0.1186
H 5.41 5.30 -1.71 0.0890
H 1.10 5.51 -1.15 0.0257
C -1.11 1.02 4.65 -0.2797
C -0.19 0.21 5.53 -0.1986
O -0.95 -0.60 6.47 -0.0670
O -1.41 2.21 5.33 -0.0400
H -2.02 0.54 4.28 0.1019
H -0.65 1.21 3.68 0.0971
H 0.56 0.85 5.98 0.1235
H 0.38 -0.48 4.92 0.0924
H -1.49 -0.05 7.04 0.0776
H -2.01 2.61 4.69 0.0804
C 5.40 -2.37 0.67 -0.1721
C 5.50 -2.84 -0.77 -0.2339
O 5.41 -1.68 -1.54 -0.0779
O 4.90 -3.53 1.42 -0.0690
H 4.60 -1.64 0.65 0.1092
H 6.32 -1.88 0.98 0.1232
H 4.64 -3.46 -1.03 0.1371
H 6.43 -3.35 -0.99 0.1272
H 5.10 -1.96 -2.40 0.1087
H 5.60 -4.18 1.49 0.1070
C 5.13 3.38 1.43 -0.2547
C 3.98 3.99 2.23 -0.1670
O 2.79 3.27 1.87 -0.0844
O 5.51 2.14 1.97 -0.0696
H 5.95 4.06 1.23 0.1115
H 4.89 3.07 0.41 0.1098
H 3.90 5.04 1.93 0.1141
H 4.15 4.05 3.31 0.1242
H 2.85 2.37 2.19 0.0569
H 6.23 1.68 1.52 0.0514

---

85
Properties=species:S:1:pos:R:3:lowdin_charge:R:1 method="wB97M-V/def2-TZVPD" total_charge=+1 homo_ev=-11.2
F -8.15 0.54 -4.65 0.2017
C -8.17 0.96 -3.40 -0.5700
F -8.10 2.29 -3.38 0.2020
F -9.30 0.57 -2.82 0.2034
C -6.99 0.34 -2.60 -0.3431
F -7.09 0.74 -1.32 0.1619
F -7.14 -1.00 -2.64 0.1589
C -5.57 0.72 -3.11 -0.3414
F -5.47 0.45 -4.42 0.1835
F -5.44 2.04 -2.92 0.1769
C -4.33 0.05 -2.41 -0.3099
F -3.31 0.90 -2.54 0.1767
F -4.59 -0.07 -1.07 0.1289
C -3.87 -1.33 -2.99 -0.3368
F -4.91 -2.11 -3.32 0.1694
F -3.15 -1.07 -4.08 0.1868
C -2.93 -2.13 -2.01 -0.3199
F -2.06 -2.82 -2.76 0.1916
F -2.25 -1.25 -1.25 0.1278
C -3.51 -3.25 -1.07 -0.3264
F -2.45 -3.69 -0.34 0.1678
F -3.96 -4.22 -1.86 0.1903
C -4.63 -3.03 0.00 -0.3830
F -5.00 -4.27 0.39 0.1732
F -5.70 -2.42 -0.51 0.1845
N -4.22 -2.33 1.24 0.1142
C -4.91 -2.51 2.31 0.0784
C -4.33 -1.81 3.49 -0.1379
C -3.43 -0.77 2.81 -0.7319
I -1.81 -0.05 3.93 1.0037
C -3.02 -1.45 1.50 -0.1473
H -5.80 -3.13 2.35 0.1763
H -5.09 -1.43 4.17 0.1395
H -3.71 -2.57 4.01 0.1471
H -4.05 0.10 2.56 0.0904
H -2.88 -0.72 0.71 0.1155
H -2.15 -2.10 1.60 0.0700
C 0.88 -0.13 -0.85 -0.0379
C 2.21 -0.30 -1.25 -0.0517
C 3.01 -1.25 -0.63 0.0157
C 2.49 -2.04 0.39 -0.0741
C 1.17 -1.87 0.79 -0.0747
C 0.37 -0.92 0.17 -0.0101
C 0.56 -2.68 1.89 -0.2441
O -0.61 -2.54 2.20 -0.0398
C 1.44 -3.66 2.57 -0.0809
C 0.93 -4.40 3.63 -0.0017
C 1.73 -5.33 4.28 -0.0479
C 3.04 -5.53 3.86 -0.0387
C 3.56 -4.79 2.81 0.0112
C 2.76 -3.85 2.16 -0.0743
C 3.35 -3.07 1.04 -0.2725
O 4.49 -3.25 0.67 0.1295
H 0.26 0.61 -1.34 0.1154
H 2.62 0.32 -2.03 0.1155
H 4.04 -1.39 -0.93 0.1307
H -0.65 -0.81 0.50 0.0825
H -0.10 -4.24 3.94 0.1154
H 1.33 -5.90 5.10 0.1116
H 3.66 -6.25 4.37 0.1148
H 4.58 -4.93 2.48 0.1265
C 4.90 2.49 2.69 -0.0529
C 4.07 1.81 1.81 -0.0545
C 3.92 2.26 0.51 -0.0041
C 4.60 3.39 0.08 -0.0790
C 5.43 4.08 0.96 -0.0781
C 5.58 3.62 2.27 0.0038
C 6.15 5.31 0.53 -0.2751
O 6.88 5.91 1.30 0.1155
C 5.94 5.78 -0.87 -0.0808
C 6.57 6.95 -1.28 0.0023
C 6.40 7.40 -2.58 -0.0498
C 5.61 6.68 -3.47 -0.0525
C 4.97 5.52 -3.06 -0.0017
C 5.13 5.07 -1.76 -0.0850
C 4.43 3.83 -1.33 -0.2736
O 3.74 3.19 -2.11 0.0935
H 5.02 2.13 3.70 0.1081
H 3.53 0.92 2.14 0.1017
H 3.28 1.74 -0.19 0.0846
H 6.23 4.16 2.94 0.1228
H 7.19 7.49 -0.58 0.1225
H 6.89 8.31 -2.90 0.1104
H 5.48 7.04 -4.49 0.1094
H 4.35 4.96 -3.74 0.1196

---

81
Properties=species:S:1:pos:R:3:mulliken_spin:R:1 method="wB97M-V/def2-TZVPD" total_charge=-2 homo_ev="-0.6 / -0.9" multiplicity=2
V -0.46 0.90 0.41 0.9022
O 3.40 -0.47 0.70 -0.0012
S 2.72 0.16 -0.41 0.0036
O 3.59 0.80 -1.38 -0.0001
N 1.56 1.18 0.09 -0.0161
C 1.90 2.49 0.28 -0.0157
C 3.19 3.00 0.35 -0.0025
C 3.41 4.35 0.59 0.0018
C 2.38 5.24 0.78 -0.0026
C 1.05 4.76 0.74 0.0067
C -0.07 5.58 0.99 -0.0054
C -1.32 5.02 0.99 0.0052
C -1.47 3.66 0.73 0.0003
N -0.44 2.86 0.48 -0.0481
C 0.81 3.39 0.48 0.0163
C 1.97 -1.16 -1.37 -0.0022
C 1.33 -0.85 -2.55 0.0061
C 0.88 -1.87 -3.37 0.0008
C 1.13 -3.19 -3.03 -0.0006
C 1.83 -3.50 -1.87 0.0037
C 2.24 -2.47 -1.03 0.0019
H 4.03 2.33 0.23 -0.0004
H 4.44 4.71 0.66 0.0000
H 2.56 6.28 0.99 0.0000
H 0.08 6.64 1.19 -0.0004
H -2.20 5.61 1.20 0.0001
H -2.45 3.19 0.73 -0.0035
H 1.18 0.19 -2.82 -0.0010
H 0.35 -1.64 -4.28 -0.0004
H 0.80 -3.99 -3.68 0.0001
H 2.06 -4.52 -1.62 0.0003
H 2.77 -2.67 -0.11 -0.0036
S -0.42 1.26 2.85 -0.0239
C -1.98 0.74 3.39 0.0243
C -2.30 0.81 4.74 -0.0030
C -3.52 0.33 5.22 0.0095
C -3.87 0.53 6.58 -0.0009
N -4.15 0.73 7.68 0.0046
C -4.42 -0.29 4.32 -0.0034
C -4.12 -0.29 2.96 0.0024
C -2.95 0.27 2.46 0.0017
S -2.75 0.47 0.76 -0.0039
C -5.60 -0.90 4.79 -0.0004
N -6.56 -1.42 5.17 -0.0020
H -1.59 1.25 5.42 0.0001
H -4.83 -0.73 2.27 -0.0017
Br 0.53 5.35 -6.90 0.0000
C -0.08 4.29 -5.43 -0.0002
C -1.44 4.28 -5.13 0.0003
C -1.87 3.52 -4.06 -0.0004
C -0.97 2.77 -3.31 0.0007
C 0.39 2.82 -3.62 0.0016
C 0.84 3.58 -4.68 0.0000
C -1.48 1.96 -2.12 0.0033
O -2.63 2.19 -1.75 -0.0022
O -0.65 1.12 -1.65 -0.0179
H -2.13 4.85 -5.73 0.0000
H -2.91 3.50 -3.77 0.0000
H 1.09 2.27 -3.00 0.0007
H 1.89 3.62 -4.94 0.0000
S -0.52 -5.43 1.85 0.0011
C -0.40 -3.72 1.36 0.0644
C 0.39 -2.82 2.06 -0.0019
C 0.45 -1.51 1.63 0.0439
N -0.27 -1.03 0.59 -0.0054
C -1.00 -1.93 -0.10 0.0582
C -1.09 -3.26 0.24 -0.0131
C 0.83 -6.07 0.89 0.0007
C 0.60 -7.02 -0.10 0.0049
C 1.67 -7.49 -0.84 -0.0002
N 2.92 -7.08 -0.67 0.0013
C 3.13 -6.16 0.27 0.0007
C 2.14 -5.63 1.08 0.0009
H 0.94 -3.13 2.94 0.0023
H 1.07 -0.79 2.15 0.0044
H -1.55 -1.54 -0.95 0.0033
H -1.70 -3.94 -0.35 -0.0009
H -0.41 -7.39 -0.27 0.0001
H 1.52 -8.22 -1.62 -0.0001
H 4.16 -5.84 0.39 0.0000
H 2.37 -4.90 1.83 0.0009

---

85
Properties=species:S:1:pos:R:3:lowdin_charge:R:1 method="wB97M-V/def2-TZVPD" e_above_lowest_kcal_mol=8.9 total_charge=+1 homo_ev=-11.0
Ca 0.48 0.10 1.47 1.0359
F -6.25 -2.59 -1.43 0.1620
C -5.23 -2.47 -0.60 -0.1249
C -5.24 -3.14 0.61 -0.1251
F -6.26 -3.91 0.93 0.1562
C -4.17 -2.99 1.47 -0.2133
F -4.21 -3.69 2.61 0.1247
C -3.07 -2.19 1.17 -0.3154
P -1.72 -1.99 2.40 1.0809
C -2.64 -1.53 3.91 -0.3634
C -3.11 -0.22 3.99 -0.0984
C -3.81 0.20 5.10 -0.0615
C -4.03 -0.67 6.16 -0.0645
C -3.56 -1.98 6.09 -0.0603
C -2.87 -2.41 4.97 -0.0862
C -1.13 -3.69 2.67 -0.3734
C -0.27 -3.89 3.76 -0.1388
C 0.32 -5.13 3.97 -0.0679
C 0.06 -6.18 3.10 -0.0650
C -0.80 -5.99 2.03 -0.0567
C -1.39 -4.75 1.82 -0.0897
C -3.09 -1.53 -0.05 -0.5497
Br -1.70 -0.41 -0.66 0.8914
C -4.16 -1.67 -0.93 -0.2614
F -4.17 -1.03 -2.10 0.0920
H -2.92 0.47 3.17 0.0855
H -4.18 1.22 5.15 0.1114
H -4.57 -0.34 7.04 0.1100
H -3.73 -2.66 6.91 0.1109
H -2.53 -3.44 4.91 0.1022
H -0.08 -3.07 4.45 0.1071
H 0.97 -5.28 4.83 0.1131
H 0.51 -7.14 3.27 0.1102
H -1.01 -6.80 1.35 0.1135
H -2.07 -4.62 0.98 0.0971
O 0.39 0.78 3.89 -0.4039
Cl 0.04 2.09 3.34 0.6478
O 1.16 2.52 2.52 -0.3646
O -0.30 3.03 4.34 -0.2384
O -1.07 1.83 2.42 -0.4494
S 1.42 1.28 -1.03 0.5884
C 0.49 2.68 -0.89 -0.8079
N 0.96 3.86 -1.38 0.0902
C 0.28 5.02 -1.28 -0.0270
C -0.93 5.03 -0.66 -0.0074
C -1.39 3.79 -0.18 -0.0690
N -0.72 2.67 -0.31 0.0347
H 1.87 3.84 -1.82 0.1526
H 0.75 5.90 -1.70 0.1433
H -1.50 5.94 -0.55 0.1190
H -2.34 3.72 0.33 0.1324
F 8.14 -5.60 0.75 0.0751
C 7.18 -4.76 0.34 -0.2789
C 5.86 -5.15 0.46 0.0012
C 4.87 -4.28 0.03 -0.1197
C 5.20 -3.04 -0.51 -0.4066
C 6.54 -2.68 -0.62 -0.1340
C 7.55 -3.54 -0.19 -0.0032
Sb 3.73 -1.62 -1.14 1.4877
C 3.10 -1.17 0.89 -0.4554
C 2.56 -2.11 1.77 -0.1442
C 2.44 -1.84 3.13 -0.0059
C 2.89 -0.62 3.61 -0.3046
F 2.82 -0.38 4.92 0.1081
C 3.39 0.36 2.77 -0.0134
C 3.50 0.07 1.42 -0.1887
C 2.19 -3.07 -1.51 -0.4091
C 2.40 -4.13 -2.39 -0.1138
C 1.37 -5.01 -2.70 0.0085
C 0.13 -4.79 -2.14 -0.2702
F -0.87 -5.64 -2.44 0.0723
C -0.12 -3.75 -1.28 -0.0112
C 0.92 -2.90 -0.96 -0.1571
H 5.63 -6.12 0.87 0.1230
H 3.84 -4.59 0.11 0.0940
H 6.82 -1.72 -1.05 0.0914
H 8.59 -3.28 -0.27 0.1240
H 2.25 -3.08 1.41 0.1051
H 2.06 -2.58 3.82 0.1092
H 3.70 1.31 3.18 0.1373
H 3.91 0.83 0.76 0.0913
H 3.38 -4.29 -2.83 0.1087
H 1.52 -5.84 -3.37 0.1269
H -1.11 -3.62 -0.86 0.0951
H 0.76 -2.09 -0.25 0.0277